Computed, not measured: a single C4H8O2 molecule, with ωB97M-V with the def2-TZVPD basis set.

Last column: Löwdin charge in e.
Geometry (Å):
O1 -1.10 2.00 0.48  0.096
O2 -1.73 0.45 -0.99  -0.017
C1 -0.73 0.96 0.03  -0.390
C2 0.67 0.25 0.19  -0.082
C3 1.94 -1.98 0.38  -0.131
C4 0.68 -1.27 -0.09  -0.261
H1 2.12 -2.01 1.50  0.095
H2 1.45 0.84 -0.40  0.144
H3 2.04 -3.04 0.07  0.077
H4 -2.24 1.27 -0.74  0.093
H5 -0.25 -1.68 0.43  0.136
H6 0.85 0.54 1.21  0.110
H7 2.78 -1.50 -0.05  0.052
H8 0.54 -1.72 -1.01  0.077

Output
Total charge ... 0
Lowest unoccupied orbital energy ... 0.02908 Ha
Energy above the lowest of the compared OMol25 structures with the same formula, charge and spin ... 145.9 kJ/mol
Structure (SMILES) ... CCCC(=O)O
HOMO ... -10.76 eV
Gap between HOMO and LUMO ... 11.554 eV